# 1
A 4-piece molecular cluster, C13H24N3O12S3 overall, computed with ωB97M-V/def2-TZVPD.

The geometry in XYZ format:
```
55
Properties=species:S:1:pos:R:3
N -2.0282 2.7768 -2.9678
C -0.6144 2.6873 -2.5293
C -0.4395 2.2631 -1.0460
C 0.4502 0.9899 -0.8615
C 1.8458 1.3847 -1.3108
C 2.2848 0.9972 -2.5796
C 3.5465 1.4401 -2.9173
C 4.1951 2.2143 -1.9237
N 3.7717 2.5250 -0.7398
N 2.5552 2.0815 -0.4524
H -2.2401 1.8774 -3.3837
H -2.5864 2.8927 -2.1298
H -0.1421 1.9793 -3.2246
H -0.0991 3.6447 -2.6756
H -1.3775 2.1742 -0.4941
H 0.1177 3.0756 -0.5551
H 0.4595 0.6637 0.1897
H 0.0896 0.1526 -1.4648
H 1.6902 0.4118 -3.2668
H 3.9842 1.2212 -3.8835
H 5.1808 2.6001 -2.1799
H 2.1767 2.3044 0.4642
C -2.5987 -2.7587 0.1246
C -1.4928 -3.7777 -0.0263
O -0.3565 -3.1767 0.6224
S -0.8665 -2.2756 1.8480
O -0.7494 -3.0188 3.0443
O -0.2984 -0.9772 1.7136
O -2.4125 -2.2115 1.4367
H -2.4976 -1.9477 -0.6015
H -3.5865 -3.2022 0.0340
H -1.2661 -3.9976 -1.0664
H -1.7335 -4.7034 0.4971
C -0.3394 -7.7321 3.5451
C -0.1059 -8.0207 2.0780
O -1.3994 -8.3687 1.5695
S -2.5246 -7.5460 2.3666
O -2.8795 -6.4010 1.6020
O -3.4938 -8.4555 2.8450
O -1.6051 -7.0629 3.5871
H -0.4198 -8.6534 4.1251
H 0.4363 -7.1023 3.9729
H 0.5980 -8.8327 1.9174
H 0.2402 -7.1296 1.5480
C 1.5159 6.3444 0.7598
C 1.3423 7.5569 -0.1293
O 0.0757 7.3556 -0.7665
S -0.9105 6.5759 0.2322
O -1.7398 7.5154 0.8830
O -1.4391 5.4488 -0.4496
O 0.2103 6.0781 1.2784
H 1.8405 5.4732 0.1817
H 2.2166 6.5213 1.5720
H 2.1318 7.6489 -0.8704
H 1.2868 8.4759 0.4574
```

Calculated values
Electronic energy = -2771.11433 a.u.
Frontier orbital gap = 7.2 eV
Total charge = +1

# 2
A 2-piece molecular cluster, C3H10S overall, computed with ωB97M-V/def2-TZVPD.

The geometry in XYZ format:
```
14
Properties=species:S:1:pos:R:3
C 2.2304 -0.5069 1.2721
C 1.2672 0.0222 0.2092
S 0.4354 1.4995 0.8870
H 3.2214 -0.0819 1.1281
H 1.9495 -0.3433 2.3087
H 2.2265 -1.5975 1.1594
H 0.5128 -0.6980 -0.1007
H 1.8252 0.2400 -0.7017
H -0.8208 1.4237 0.4034
C -2.6343 -0.0176 -1.3164
H -1.5860 -0.3119 -1.1752
H -2.6380 0.9984 -0.9170
H -2.7800 0.1290 -2.3821
H -3.2093 -0.7559 -0.7748
```

Calculated values
Electronic energy = -518.45583 a.u.
Frontier orbital gap = 9.9 eV
Energy relative to the best compared isomer or geometry (same formula, charge and spin) = 0.435 eV
Total charge = 0

# 3
A 2-piece molecular cluster, C4H8O2 overall, computed with ωB97M-V/def2-TZVPD.

The geometry in XYZ format:
```
14
Properties=species:S:1:pos:R:3
C 1.4344 0.6525 0.2043
C 0.8814 -0.6776 -0.2377
O 0.2731 -1.4161 0.8744
C -0.9874 -1.2851 0.4848
C -0.5331 -0.6753 -0.8613
O -1.0899 0.4928 -1.3742
H 0.6786 1.2368 0.7399
H 2.2981 0.5180 0.8618
H 1.7486 1.2228 -0.6757
H 1.6429 -1.2979 -0.7220
H -2.1564 1.2025 1.5287
H -2.1326 0.4562 1.4496
H -0.6276 -1.4529 -1.6297
H -1.4302 1.0233 -0.6431
```

Calculated values
Electronic energy = -307.52575 a.u.
Frontier orbital gap = 9.4 eV
Energy relative to the best compared isomer or geometry (same formula, charge and spin) = 5.080 eV
Total charge = 0

# 4
One molecule with the formula C17H18N4OS2, computed with ωB97M-V/def2-TZVPD.

The geometry in XYZ format:
```
42
Properties=species:S:1:pos:R:3
C 3.2140 2.4542 -2.5586
C 3.0425 2.0971 -1.1897
C 1.7331 2.8035 -0.7314
C 1.3725 2.4258 0.7547
N 1.2027 0.8613 0.9457
C 2.2501 0.4035 1.5552
O 3.1389 1.1600 2.1206
C 2.2767 -0.9873 1.8067
C 2.3388 -1.6442 0.5575
C 1.4835 -2.2445 -0.5582
C 2.0276 -2.7757 -1.6075
C 3.2131 -2.5487 -1.8551
S 3.8994 -1.3174 -0.5654
C -0.0949 0.3775 0.9571
N -0.5132 -0.8268 1.4893
N -1.6958 -0.9755 0.9182
C -2.3744 -0.0597 0.3036
C -3.6620 -0.2396 -0.0135
C -4.4552 -1.3481 0.1916
C -5.7439 -1.3098 -0.0451
C -6.2746 -0.5099 -0.9046
N -5.7056 0.8490 -1.2056
C -4.4015 1.0179 -0.7036
S -1.3616 1.3815 0.1809
H 3.9841 2.1368 -2.8732
H 3.3112 3.4549 -2.6139
H 2.2264 2.1534 -3.0434
H 3.7048 2.4887 -0.2939
H 2.8326 1.0653 -1.0634
H 1.6359 3.9969 -0.8153
H 0.7781 2.3205 -1.4742
H 0.3892 2.8523 1.0824
H 2.1316 2.7567 1.3694
H 3.1178 -1.4014 2.2303
H 1.3967 -1.4129 2.2411
H 0.5291 -2.5597 0.0247
H 1.3925 -3.4127 -2.2206
H 3.7144 -2.5433 -2.6239
H -4.0455 -2.1610 1.0001
H -6.3362 -2.4210 0.2020
H -7.3624 -0.3860 -1.0463
H -3.7069 1.8286 -1.0634
```

Calculated values
Electronic energy = -1748.78078 a.u.
Frontier orbital gap = 7.6 eV
Energy relative to the best compared isomer or geometry (same formula, charge and spin) = 13.368 eV
Total charge = 0

# 5
A 2-piece molecular cluster, C6H9NO overall, computed with ωB97M-V/def2-TZVPD.

The geometry in XYZ format:
```
17
Properties=species:S:1:pos:R:3
C -2.1950 0.1580 -1.0262
C -1.2831 -0.7097 -1.6356
N -0.0975 -0.6103 -0.9245
C -0.2685 0.4557 -0.0213
C -1.5739 0.9300 -0.0342
C 2.0884 0.3387 0.3227
C 0.9598 1.0659 0.3486
H -3.3239 0.1771 -1.3173
H -1.4313 -1.4351 -2.5331
H 0.8670 -0.8194 -1.2334
H -2.0850 1.7485 0.4877
H 2.1604 -0.7720 0.2158
H 3.0704 0.8627 0.4457
H 0.8862 2.0709 0.7299
H 1.4377 -0.6776 2.2198
H -0.0649 -1.4196 1.8512
O 0.8533 -1.3637 2.1041
```

Calculated values
⟨S²⟩ = 0.7848
Electronic energy = -363.65471 a.u.
Frontier orbital gap (alpha / beta) = 9.3 / 7.4 eV
Energy relative to the best compared isomer or geometry (same formula, charge and spin) = 2.355 eV
Total charge = +1
Multiplicity = 2

# 6
A 4-piece molecular cluster, C35H51N3O6 overall, computed with ωB97M-V/def2-TZVPD.

The geometry in XYZ format:
```
95
Properties=species:S:1:pos:R:3
C 1.9364 -0.7899 2.1791
C 1.1846 -0.2395 1.1182
C -0.0107 0.2133 0.0451
C -0.0919 -0.4593 -1.4672
N 0.9034 -1.5212 -1.9801
C 0.0072 -2.7594 -2.1658
C 0.7137 -4.1474 -1.5916
C 1.2302 -4.0158 -0.0266
C 0.3968 -4.9774 1.0254
C -1.2985 -0.0748 -2.5598
C -2.4047 1.0238 -2.0283
C -2.3130 1.7160 -0.5084
C -1.1095 1.3373 0.5812
C -1.0046 2.0216 2.0970
C -0.0386 3.3704 1.8840
N 1.4024 3.0689 2.2294
C 1.9131 3.8785 3.4003
C 2.5913 2.7967 4.4794
C 2.3295 3.1625 1.0383
C 2.3497 4.3409 -0.1010
O 3.2809 2.1956 0.9140
C -3.5369 2.7904 -0.1280
O -3.3355 3.9022 0.5878
C -5.0270 2.3767 -0.7648
C -6.3194 2.6676 0.2017
N -7.4831 3.3583 -0.4756
C -8.6646 2.3908 -0.2586
C -5.1116 1.7468 -2.1431
C -6.5425 1.2923 -2.8018
C -7.4386 2.1725 -3.6249
C -3.6977 1.4683 -2.9920
O -3.6153 1.5995 -4.3264
H 2.4682 -1.1095 3.1790
H 1.1688 -1.2458 -2.9720
H -1.0161 -2.6636 -1.5585
H -0.3336 -2.8731 -3.3034
H -0.1684 -4.9515 -1.5653
H 1.5446 -4.5787 -2.2964
H 2.3795 -4.3251 -0.0423
H 1.0474 -2.9085 0.3062
H -0.7657 -5.0358 0.7785
H 0.9008 -6.0510 1.0744
H 0.4850 -4.4946 2.0889
H -1.3850 -0.5706 -3.6216
H -2.0787 2.4314 2.3483
H -0.5721 1.2858 2.9061
H -0.2222 3.7029 0.7713
H -0.5388 4.2045 2.5602
H 1.1058 4.5175 3.9562
H 2.8314 4.5507 3.0431
H 2.2612 1.6899 4.2861
H 3.7679 2.8629 4.4009
H 2.3289 3.0994 5.6013
H 3.2057 5.1012 0.1420
H 1.3020 4.8416 -0.3060
H 2.6582 3.8104 -1.1248
H -6.5913 1.6493 0.7288
H -5.9551 3.3905 1.0787
H -7.7345 4.1709 0.1645
H -8.7163 2.1399 0.9066
H -9.6971 2.8644 -0.5652
H -8.4641 1.3357 -0.7792
H -6.9194 0.1729 -2.6305
H -8.1215 2.9895 -3.1335
H -7.4580 1.9670 -4.7899
C 4.1079 2.0018 -4.1960
C 3.8324 0.5464 -3.9277
C 4.5035 -0.0782 -2.7338
O 3.0874 -0.1073 -4.6561
H 3.5569 2.3169 -5.0886
H 3.7748 2.6055 -3.3481
H 5.1760 2.1511 -4.3734
H 4.1880 0.4329 -1.8207
H 5.5892 -0.0216 -2.8460
H 4.2128 -1.1318 -2.6641
C -1.2990 -8.9773 2.9577
C -1.7974 -7.7711 2.2075
C -3.0615 -7.1202 2.7017
O -1.1948 -7.3342 1.2283
H -0.3787 -9.3415 2.4887
H -1.0802 -8.7063 3.9936
H -2.0480 -9.7724 2.9223
H -2.9212 -6.7664 3.7263
H -3.8891 -7.8325 2.6549
H -3.3010 -6.2623 2.0644
C 6.2383 1.6155 0.5765
C 7.4876 0.9922 0.0137
C 8.7761 1.2301 0.7546
O 7.4566 0.3143 -1.0122
H 5.3858 1.3594 -0.0617
H 6.0510 1.2297 1.5817
H 6.3437 2.7031 0.5996
H 8.7018 0.8272 1.7679
H 8.9946 2.3005 0.7857
H 9.5936 0.7204 0.2338
```

Calculated values
Electronic energy = -1978.90758 a.u.
Frontier orbital gap = 6.4 eV
Energy relative to the best compared isomer or geometry (same formula, charge and spin) = 22.167 eV
Total charge = 0

# 7
A 2-piece molecular cluster, C2H11N3 overall, computed with ωB97M-V/def2-TZVPD.

The geometry in XYZ format:
```
16
Properties=species:S:1:pos:R:3
C 2.1903 0.3051 0.5612
C 1.4084 -0.3132 -0.6063
H 3.2750 0.3950 0.3921
H 1.8385 1.3184 0.7971
H 1.6110 0.2687 -1.5165
H 1.8174 -1.3077 -0.8304
H -0.3353 -0.8938 -0.2252
H 2.0810 -0.2865 1.4807
N -1.2588 -0.2280 -0.2937
N -1.3838 0.4504 0.9817
N -2.4933 -0.7302 -0.8077
H -0.6406 0.3205 -0.9698
H -0.4275 0.4733 1.3427
H -1.6436 1.4153 0.7876
H -3.0912 0.0595 -1.0349
H -2.9473 -1.2468 -0.0586
```

Calculated values
Electronic energy = -246.86328 a.u.
Frontier orbital gap = 7.1 eV
Energy relative to the best compared isomer or geometry (same formula, charge and spin) = 5.089 eV
Total charge = 0

# 8
C4H7NO as an isolated structure, computed with ωB97M-V/def2-TZVPD.

The geometry in XYZ format:
```
13
Properties=species:S:1:pos:R:3
C 0.8199 0.2335 -1.5837
N -0.0116 0.1626 -0.4062
C -0.5005 1.0757 0.4584
C -1.0824 -0.0197 1.3174
C -0.4792 -0.9517 0.2546
O 0.4658 -1.9141 0.5585
H 1.8646 0.0453 -1.3172
H 0.4879 -0.5396 -2.2793
H 0.7331 1.2185 -2.0468
H -0.9302 2.0222 0.1322
H 1.1896 -1.4609 1.0297
H -0.6396 -0.1916 2.3003
H -2.1737 0.0098 1.3982
```

Calculated values
Electronic energy = -286.47566 a.u.
Frontier orbital gap (alpha / beta) = 7.9 / 7.9 eV
Energy relative to the best compared isomer or geometry (same formula, charge and spin) = 4.245 eV
Total charge = 0